# 1
# C18H32IrN4S4

A structure of composition C18H32IrN4S4 (ωB97M-V/def2-TZVPD, OMol25).

Last column: natural (NBO) charge in e.
Atoms and positions in Å:
1 Ir -1.33884 0.82807 -0.40521  0.414
2 C -1.96750 1.74252 2.60807  -0.234
3 C -1.15615 3.04092 2.65351  -0.234
4 N -0.44789 3.31943 1.43009  -0.675
5 C 0.92676 3.73662 1.55296  -0.218
6 C 1.80824 2.58810 2.05381  -0.219
7 N 1.65421 1.40212 1.22660  -0.659
8 C 1.25037 0.18337 1.89680  -0.230
9 C -0.08173 0.19432 2.64834  -0.241
10 N -1.28508 0.64418 1.88657  -0.634
11 H -2.91611 1.91944 2.11168  0.236
12 H -2.17767 1.42945 3.64009  0.166
13 H -0.42682 2.98522 3.46550  0.176
14 H -1.85709 3.84174 2.92390  0.198
15 H -1.00599 3.82595 0.75465  0.417
16 H 1.07266 4.60574 2.21774  0.154
17 H 1.27002 4.03047 0.55800  0.208
18 H 1.56273 2.36937 3.10030  0.161
19 H 2.85091 2.92875 2.05531  0.179
20 H 0.97059 1.59084 0.49656  0.393
21 H 2.01951 -0.10157 2.62501  0.183
22 H 1.21205 -0.60714 1.14809  0.226
23 H 0.00325 0.82769 3.53421  0.182
24 H -0.25977 -0.82109 3.01576  0.197
25 H -1.94449 -0.12734 1.89190  0.398
26 S -3.47086 1.84063 -0.32625  -0.190
27 S -3.52324 3.76217 0.16580  -0.372
28 S -1.19556 3.01450 -3.05975  -0.370
29 S -1.48788 1.10743 -2.66810  -0.034
30 C -1.52782 -2.87620 0.86997  -0.598
31 C -1.81152 -3.09481 -0.61697  -0.250
32 C -3.03833 -2.31519 -1.09695  -0.610
33 C -0.58486 -2.88582 -1.48904  0.084
34 C -0.21602 -3.95014 -2.29446  -0.256
35 C 0.89714 -3.89465 -3.11863  -0.226
36 C 1.68200 -2.75359 -3.09924  -0.221
37 C 1.38704 -1.65542 -2.30320  0.019
38 C 2.42497 -0.54150 -2.31839  -0.233
39 C 3.29119 -0.58535 -1.05566  -0.602
40 C 1.92801 0.87323 -2.59655  -0.602
41 C 0.19561 -1.67772 -1.50029  0.036
42 N -0.18025 -0.60944 -0.77330  -0.575
43 H -2.42574 -3.07389 1.46225  0.195
44 H -1.20565 -1.85310 1.04308  0.207
45 H -0.73376 -3.54210 1.21610  0.202
46 H -2.05751 -4.15661 -0.72700  0.186
47 H -2.89426 -1.24055 -0.98789  0.237
48 H -3.91824 -2.60806 -0.51673  0.191
49 H -3.23735 -2.52590 -2.14929  0.207
50 H -0.82451 -4.84832 -2.27720  0.195
51 H 1.15657 -4.73188 -3.75451  0.198
52 H 2.56828 -2.71132 -3.72325  0.196
53 H 3.08493 -0.80078 -3.15339  0.184
54 H 2.73444 -0.24144 -0.18770  0.231
55 H 4.14895 0.08305 -1.16916  0.196
56 H 3.66305 -1.59594 -0.87107  0.194
57 H 1.32052 1.26221 -1.78350  0.225
58 H 1.32498 0.91471 -3.50292  0.221
59 H 2.78951 1.53459 -2.72706  0.192

## Properties
- Maximum force: 0.08 eV Å⁻¹
- Expectation value of S²: 6.06
- Relative energy (zero: lowest compared OMol25 entry of this formula, charge and spin): 0.00 kJ/mol
- 2S+1: 5
- Net charge: -1

# 2
# C18H32N2O5

The molecule C18H32N2O5 (ωB97M-V/def2-TZVPD, OMol25).

Last column: natural (NBO) charge in e.
Atoms and positions in Å:
1 C 2.24100 -5.14667 0.35706  -0.596
2 C 1.38072 -3.88927 0.29887  -0.398
3 C 2.25479 -2.63858 0.25406  -0.384
4 C 1.51391 -1.31906 0.02049  -0.224
5 C 0.33915 -1.09869 1.00435  -0.237
6 N -0.32444 0.16607 0.75033  -0.471
7 C 0.60433 1.25973 0.95852  -0.206
8 C 1.78846 1.18417 -0.03806  -0.220
9 C 2.80552 2.31371 0.15049  -0.398
10 C 2.28356 3.73143 -0.06698  -0.394
11 C 3.39128 4.75343 0.16337  -0.596
12 C 1.18247 1.13919 -1.46480  -0.207
13 N 0.23792 0.04872 -1.59328  -0.453
14 C 0.91630 -1.21646 -1.40654  -0.228
15 C -0.82767 0.23680 -0.61939  0.095
16 C -2.06244 -0.64751 -0.87517  0.071
17 O -1.81114 -2.02949 -0.80134  -0.741
18 C -3.17918 -0.29761 0.13950  0.046
19 O -4.14610 -1.33181 0.12858  -0.744
20 C -3.88052 1.04381 -0.16644  0.044
21 O -4.69263 0.87920 -1.30838  -0.733
22 C -4.75652 1.47935 1.02164  -0.087
23 O -5.89746 0.66426 1.11043  -0.731
24 C 2.46226 -0.15528 0.18690  0.717
25 O 3.63447 -0.27266 0.46750  -0.570
26 H 2.86912 -5.22121 -0.52779  0.201
27 H 2.88689 -5.12604 1.23211  0.202
28 H 1.61699 -6.03585 0.41097  0.207
29 H 0.74053 -3.93227 -0.58335  0.198
30 H 0.73645 -3.86101 1.17918  0.194
31 H 2.99596 -2.74786 -0.54188  0.208
32 H 2.80886 -2.55384 1.19244  0.215
33 H -0.38966 -1.89747 0.88146  0.239
34 H 0.70346 -1.09930 2.03554  0.200
35 H 0.97635 1.21505 1.98548  0.205
36 H 0.06122 2.19951 0.82759  0.201
37 H 3.63636 2.13078 -0.53540  0.215
38 H 3.20864 2.23341 1.16325  0.213
39 H 1.90796 3.84089 -1.08600  0.193
40 H 1.46160 3.93940 0.62083  0.191
41 H 4.21771 4.57934 -0.52171  0.203
42 H 3.77066 4.68143 1.18008  0.202
43 H 3.01999 5.76341 0.00519  0.207
44 H 1.97655 1.00708 -2.20383  0.206
45 H 0.66022 2.07463 -1.68097  0.203
46 H 0.19541 -2.01583 -1.56500  0.243
47 H 1.70995 -1.29879 -2.15384  0.200
48 H -1.18942 1.26343 -0.76362  0.203
49 H -2.41786 -0.40503 -1.89088  0.183
50 H -2.61426 -2.43834 -0.43735  0.496
51 H -2.74232 -0.28743 1.14221  0.207
52 H -4.62041 -1.24204 -0.71466  0.486
53 H -3.13543 1.81598 -0.37696  0.182
54 H -5.61160 0.85411 -0.99539  0.489
55 H -5.12646 2.49437 0.85555  0.188
56 H -4.16827 1.46198 1.94680  0.173
57 H -5.60327 -0.24930 1.24822  0.489

## Properties
- Maximum force: 0.73 eV Å⁻¹
- Relative energy (zero: lowest compared OMol25 entry of this formula, charge and spin): 29.33 kJ/mol
- 2S+1: 1
- SMILES: CCC[C@]12CN3C[C@](CCC)(CN(C1)[C@H]3[C@@H](O)[C@H](O)[C@@H](O)CO)C2=O

# 3
# C18H33BF9N4O6P

A cluster of 2 separate species, C18H33BF9N4O6P in total in a non-equilibrium geometry (ωB97M-V/def2-TZVPD, OMol25).

Last column: Mulliken charge in e.
Atoms and positions in Å:
1 C -1.21407 -3.24722 2.86355  -1.533
2 C -1.66612 -1.82422 2.55141  0.302
3 C -2.68515 -1.77482 1.41290  -0.086
4 O -2.02086 -1.65553 0.15766  -0.430
5 C -2.34854 -0.51744 -0.60496  -0.012
6 C -1.14985 -0.14568 -1.56865  1.129
7 C -1.51376 -0.57432 -2.97419  -1.300
8 N 0.05474 -0.84597 -0.98965  0.135
9 C 0.99940 0.05644 -0.62226  -1.606
10 N 2.24252 -0.27219 -0.41605  0.791
11 C 3.28608 0.73644 -0.14572  -0.810
12 C 4.28312 0.79958 -1.31161  -0.256
13 C 3.50521 1.03388 -2.58085  0.499
14 O 2.65144 1.90746 -2.69691  -0.575
15 O 3.83814 0.18819 -3.58453  -0.433
16 B 2.69054 -1.72990 -0.46219  0.634
17 O 3.19041 -2.23127 0.68979  -0.533
18 O 2.58743 -2.40460 -1.62291  -0.512
19 N 0.45296 1.30882 -0.50043  0.798
20 C 0.39098 1.99464 0.78724  -1.221
21 C -0.72266 1.59475 1.78568  0.361
22 C -1.61087 2.76876 2.22754  -1.597
23 C -2.97847 2.85088 1.55993  -0.160
24 N -4.00086 2.14762 2.35539  -0.241
25 C -5.26216 2.24007 1.65139  0.396
26 C -5.65420 1.02253 0.86164  -0.758
27 O -5.94155 3.24945 1.68985  -0.571
28 C -0.57345 1.29452 -1.52576  -0.607
29 C -1.52469 2.46783 -1.74491  0.288
30 F -1.39824 3.45672 -0.83773  -0.232
31 F -2.82287 2.04750 -1.74270  -0.244
32 F -1.29083 3.00647 -2.97523  -0.319
33 H -1.86683 -3.74033 3.57361  0.368
34 H -1.12839 -3.85432 1.96815  0.352
35 H -0.22653 -3.23376 3.31621  0.425
36 H -2.10517 -1.37561 3.43643  0.421
37 H -0.79418 -1.25563 2.25040  -0.302
38 H -3.18114 -2.74284 1.40431  0.611
39 H -3.42806 -0.99938 1.56676  -0.442
40 H -3.19422 -0.80581 -1.22729  0.501
41 H -2.68835 0.31226 0.00972  -0.593
42 H -1.34703 -1.63793 -3.11483  0.477
43 H -2.54637 -0.33288 -3.17847  0.467
44 H -0.92663 -0.03404 -3.71350  0.347
45 H 0.35706 -1.53736 -1.67041  0.464
46 H 2.85248 1.71758 -0.05197  0.240
47 H 3.83445 0.44942 0.74264  0.375
48 H 4.86938 1.69764 -1.14165  0.532
49 H 4.92221 -0.07348 -1.37522  0.127
50 H 3.04303 -0.09884 -4.04515  0.346
51 H 2.64384 -1.99001 1.44357  0.303
52 H 2.29188 -3.30588 -1.45583  0.308
53 H 0.36469 3.06802 0.65813  0.799
54 H 1.33890 1.81018 1.27613  0.564
55 H -0.23458 1.25440 2.69332  0.759
56 H -1.32636 0.76161 1.44978  -0.635
57 H -1.07062 3.70679 2.15937  0.352
58 H -1.79906 2.62864 3.28918  0.604
59 H -3.25731 3.88730 1.37477  0.563
60 H -2.95048 2.37153 0.58555  -0.209
61 H -4.10413 2.64258 3.23491  0.308
62 H -6.73108 0.92492 0.90533  0.400
63 H -5.34521 1.15809 -0.16927  0.129
64 H -5.22271 0.12848 1.28880  0.263
65 H 0.00511 1.29798 -2.44846  0.594
66 F 5.02588 -3.80021 -0.49593  -0.339
67 P 6.46605 -3.12275 -0.96026  0.933
68 F 6.96884 -3.96695 0.35790  -0.339
69 F 8.00460 -3.32721 -1.50156  -0.331
70 F 6.13621 -3.83088 -2.40579  -0.335
71 F 7.09223 -1.80595 -0.17947  -0.343
72 F 5.46378 -1.89474 -1.53661  -0.361

## Properties
- Maximum force: 2.43 eV Å⁻¹
- Calculated total energy: -71875.214 eV
- 2S+1: 1

# 4
# C18H33BN2O7S2

A cluster of 2 separate species, C18H33BN2O7S2 in total in a non-equilibrium geometry (ωB97M-V/def2-TZVPD, OMol25).

Last column: natural (NBO) charge in e.
Atoms and positions in Å:
1 C 2.17059 3.44436 0.41892  -0.627
2 C 3.00665 2.19101 -0.12208  -0.409
3 C 2.10296 0.99583 -0.69606  -0.230
4 C 2.97924 -0.27985 -1.18979  -0.637
5 C 0.86283 0.58810 0.23875  -0.174
6 C -0.17630 -0.19034 -0.74796  -0.440
7 C -1.54910 -0.60551 -0.03812  -0.437
8 C -2.62108 0.57131 0.07511  -0.800
9 B -3.28325 0.72446 -1.42557  1.201
10 O -3.10028 1.87080 -2.27056  -0.922
11 O -4.07195 -0.37889 -1.96553  -0.934
12 S -1.12843 -1.43161 1.55872  2.234
13 O -2.37028 -1.36356 2.41918  -0.907
14 O -0.69910 -2.86558 1.41125  -0.894
15 O 0.00737 -0.47258 2.30854  -0.685
16 C 1.23013 -0.35024 1.48020  0.059
17 C 2.35406 0.21991 2.46000  -0.449
18 C 3.79154 -0.46073 2.31480  -0.417
19 C 4.00688 -1.77536 3.19969  -0.424
20 C 2.84536 -2.86546 3.08181  -0.525
21 S 3.36203 -4.54126 3.77600  0.259
22 C 3.28245 -5.65319 2.29630  0.306
23 N 4.05282 -6.81990 2.01607  -0.278
24 N 3.63998 -7.24603 0.80006  -0.267
25 C 2.61917 -6.44545 0.23075  0.209
26 O 2.41220 -5.44041 1.22026  -0.449
27 H 1.46794 3.14680 1.27491  0.202
28 H 1.52593 3.81972 -0.45823  0.211
29 H 2.83826 4.26864 0.82248  0.226
30 H 3.68262 2.57010 -0.96459  0.214
31 H 3.71845 1.82315 0.70220  0.204
32 H 1.63218 1.40911 -1.66502  0.204
33 H 4.02445 0.06251 -1.46946  0.231
34 H 2.93952 -1.15686 -0.47239  0.210
35 H 2.47949 -0.64391 -2.16201  0.215
36 H 0.28035 1.48304 0.64071  0.219
37 H 0.34994 -1.15364 -1.06415  0.224
38 H -0.29960 0.46287 -1.67139  0.227
39 H -2.02125 -1.41802 -0.70354  0.257
40 H -3.41829 0.41387 0.86776  0.294
41 H -2.12396 1.59011 0.28532  0.235
42 H -2.74653 1.49242 -3.11268  0.499
43 H -3.39886 -0.97455 -2.37704  0.488
44 H 1.46648 -1.40581 1.11343  0.205
45 H 1.99517 -0.01521 3.53023  0.238
46 H 2.35693 1.35792 2.38949  0.229
47 H 4.10554 -0.70225 1.25107  0.217
48 H 4.55466 0.31182 2.70114  0.226
49 H 4.96468 -2.27940 2.80301  0.222
50 H 4.24245 -1.54364 4.30280  0.217
51 H 1.95108 -2.55168 3.73165  0.238
52 H 2.51575 -3.04283 1.99673  0.245
53 H 2.08981 -6.54760 -0.76635  0.241
54 C -7.93546 4.10680 -3.59906  -0.721
55 C -6.56869 3.63657 -4.02263  0.593
56 C -5.51008 3.53208 -2.95703  -0.716
57 O -6.32940 3.35223 -5.18027  -0.547
58 H -8.59466 4.13332 -4.46891  0.235
59 H -8.35432 3.41714 -2.86324  0.230
60 H -7.86896 5.11267 -3.17927  0.228
61 H -5.82112 2.81682 -2.19298  0.226
62 H -5.33584 4.51298 -2.50913  0.227
63 H -4.58112 3.18287 -3.40431  0.243

## Properties
- Maximum force: 6.63 eV Å⁻¹
- Calculated total energy: -58857.199 eV
- 2S+1: 1
- SMILES: CC[C@@H](C)[C@H]1C[C@H](CB(O)O)S(=O)(=O)O[C@@H]1CCCCSc1nnco1.CC(C)=O